(1)
A cluster of 15 separate species, C4H39NO16 in total at a distorted geometry, computed with wB97M-V/def2-TZVPD.

Element x y z (Å)
C -0.811 1.115 1.605
C 0.157 -0.054 1.588
C -0.083 -0.911 2.833
O 0.018 -0.649 0.334
N 0.004 2.354 1.618
C -0.780 3.548 1.870
O -1.858 3.569 0.884
H -1.590 0.983 2.410
H -1.457 1.086 0.708
H 1.239 0.153 1.725
H 0.810 -1.094 3.387
H -0.728 -1.743 2.551
H -0.867 -0.417 3.459
H -0.398 -1.489 0.072
H 0.619 2.544 0.859
H -1.370 3.452 2.804
H -0.324 4.512 1.755
H -1.414 3.519 0.003
H 3.184 -0.233 1.557
H 3.841 -1.263 0.653
O 3.577 -1.111 1.577
H 2.768 -3.007 0.005
H 3.447 -2.736 -1.336
O 3.379 -3.397 -0.631
H -4.013 -0.511 -1.040
H -3.596 -1.580 -0.046
O -4.360 -1.258 -0.538
H -3.406 -3.772 1.765
H -4.023 -3.775 0.387
O -3.189 -3.951 0.841
H 3.937 0.919 -1.639
H 3.935 -0.255 -2.537
O 3.793 -0.048 -1.593
H 2.508 -1.324 -4.578
H 1.757 -2.201 -3.518
O 2.627 -1.996 -3.893
H -4.649 2.261 0.318
H -3.102 2.477 0.628
O -3.842 1.826 0.610
H 2.153 2.557 1.071
H 3.711 2.928 1.309
O 3.048 2.561 0.721
H -0.540 -3.385 1.002
H -1.869 -3.488 0.219
O -0.932 -3.133 0.161
H 2.009 0.033 -2.722
H 0.944 -0.452 -1.697
O 1.133 0.206 -2.374
H 2.226 1.900 -2.234
H 2.626 3.228 -2.026
O 2.645 2.590 -2.783
H -0.073 2.054 -1.483
H -0.505 3.331 -2.247
O -0.536 2.906 -1.386
H -3.387 0.160 1.534
H -4.776 -0.323 1.653
O -3.905 -0.471 2.040
H -0.072 -3.553 -3.044
H 0.184 -2.578 -2.097
O 0.178 -2.617 -3.074

Properties
- net charge = 0
- ΔE to the lowest compared entry with this formula, charge and spin (kcal/mol) = 106.7
- molar mass (g mol⁻¹) = 357.3

natural (NBO) atomic charge list, values in e, 2 entries: number 1, C, carries -0.255; number 2, C, carries 0.103

=====

(2)
A structure of composition C4H10F4KN2O10S4 at a distorted geometry, computed with wB97M-V/def2-TZVPD.

Element x y z (Å)
K 0.354 0.375 -0.408
N 1.944 1.840 -2.190
S 2.633 0.729 -3.012
O 4.073 0.764 -3.062
O 1.879 0.055 -4.045
F 2.463 -0.395 -1.807
S 1.437 2.778 -3.496
O 0.073 2.572 -3.824
O 2.396 3.046 -4.531
F 1.414 4.127 -2.651
N 0.543 2.422 1.635
S -0.737 3.520 1.870
O -0.248 4.877 1.810
O -1.896 3.128 2.615
F -1.327 3.343 0.359
S 0.682 1.829 3.024
O -0.250 0.762 3.327
O 0.996 2.677 4.141
F 2.097 1.064 2.779
C 1.212 -3.506 -0.134
O 0.540 -2.351 0.274
C -0.386 -2.466 1.374
C -1.812 -2.446 0.906
O -2.243 -1.222 0.334
C -3.609 -1.244 0.024
H 1.912 -3.856 0.634
H 1.823 -3.281 -1.009
H 0.572 -4.344 -0.434
H -0.076 -1.669 2.056
H -0.172 -3.373 1.945
H -2.453 -2.707 1.755
H -1.889 -3.221 0.133
H -4.277 -1.220 0.887
H -3.824 -2.143 -0.579
H -3.844 -0.465 -0.701

Properties
- net charge = -1
- ΔE to the lowest compared entry with this formula, charge and spin (kcal/mol) = 0.0
- molar mass (g mol⁻¹) = 489.5

natural (NBO) atomic charge list, values in e, 2 entries: number 1, K, carries 0.947; number 2, N, carries -1.151

=====

(3)
An isolated molecule of C7H14N2O4 at a distorted geometry, computed with wB97M-V/def2-TZVPD.

Element x y z (Å)
C -2.679 1.938 0.002
C -1.133 2.308 0.051
N -0.577 0.984 0.644
C 0.299 0.176 -0.190
O 0.955 0.554 -1.168
C 0.601 -1.249 0.331
N -0.487 -2.110 0.663
C 1.511 -1.771 -0.694
C 2.271 -3.192 -0.937
O 0.642 -1.846 -1.813
C -0.818 3.339 1.014
O -1.571 4.219 1.254
O 0.515 3.258 1.526
H -2.819 0.867 -0.638
H -3.023 1.801 0.975
H -3.504 2.723 -0.424
H -0.608 2.417 -0.872
H -0.821 0.694 1.619
H 1.138 -1.171 1.399
H -0.064 -2.967 1.037
H -0.904 -2.593 -0.255
H 2.327 -0.814 -0.748
H 2.729 -3.541 0.136
H 1.617 -4.127 -0.969
H 2.947 -3.107 -1.831
H 0.809 -0.949 -2.119
H 0.645 4.161 2.005

Properties
- net charge = 0
- ΔE to the lowest compared entry with this formula, charge and spin (kcal/mol) = 93.1
- molar mass (g mol⁻¹) = 190.2

natural (NBO) atomic charge list, values in e, 2 entries: number 1, C, carries -0.602; number 2, C, carries -0.170

=====

(4)
A cluster of 2 separate species, C3H6INS2 in total at a distorted geometry, computed with wB97M-V/def2-TZVPD.

Element x y z (Å)
C -1.059 0.521 -0.160
C 1.036 2.337 -0.489
C 0.517 -2.637 0.473
N -2.082 1.073 0.155
S 0.508 0.588 -0.577
S -0.777 -2.121 -0.607
I -3.984 0.331 0.489
H 1.876 2.594 0.251
H 0.119 2.909 -0.215
H 1.401 2.563 -1.445
H 0.752 -1.937 1.264
H 1.467 -2.710 -0.123
H 0.225 -3.512 0.984

Properties
- net charge = 0
- ΔE to the lowest compared entry with this formula, charge and spin (kcal/mol) = 0.0
- 2S+1 = 3
- molar mass (g mol⁻¹) = 247.1

natural (NBO) atomic charge list, values in e, 2 entries: number 1, C, carries 0.051; number 2, C, carries -0.756

=====

(5)
A cluster of 11 separate species, C11H44N22O11 in total at a distorted geometry, computed with wB97M-V/def2-TZVPD.

Element x y z (Å)
N 13.209 12.433 13.770
C 12.497 11.254 13.726
N 11.161 11.521 13.551
O 12.936 10.161 14.055
H 12.860 13.189 13.178
H 14.206 12.285 13.738
H 10.467 10.808 13.477
H 10.980 12.302 12.956
N 8.749 10.419 6.337
C 9.109 10.583 7.642
N 9.437 9.354 8.227
O 9.156 11.614 8.303
H 8.210 9.617 6.118
H 8.429 11.241 5.862
H 9.892 8.603 7.739
H 9.653 9.283 9.216
N 13.785 12.676 10.672
C 12.754 12.945 9.941
N 12.241 11.808 9.402
O 12.216 14.066 9.808
H 13.817 11.760 11.093
H 14.492 13.357 10.900
H 11.272 11.842 9.157
H 12.521 10.924 9.801
N 13.032 8.526 7.382
C 11.884 8.781 6.689
N 11.720 10.045 6.336
O 11.067 7.872 6.446
H 13.324 9.185 8.093
H 13.057 7.552 7.666
H 12.223 10.758 6.786
H 10.776 10.147 5.900
N 8.221 11.850 11.230
C 7.553 11.201 12.226
N 6.407 11.881 12.669
O 7.741 10.120 12.809
H 8.067 12.836 11.097
H 8.780 11.308 10.644
H 5.928 11.314 13.373
H 5.910 12.243 11.872
N 17.269 13.673 13.297
C 17.923 13.278 12.190
N 17.968 14.282 11.245
O 18.425 12.175 12.003
H 17.187 13.085 14.119
H 16.843 14.574 13.405
H 17.738 15.241 11.459
H 18.870 14.281 10.760
N 15.519 17.704 11.722
C 15.235 16.606 12.477
N 14.193 15.825 12.029
O 15.967 16.393 13.478
H 14.933 17.854 10.900
H 16.389 18.290 11.692
H 13.827 15.204 12.701
H 13.674 16.099 11.161
N 16.807 10.092 10.190
C 15.687 10.104 11.007
N 16.014 10.307 12.308
O 14.559 10.023 10.490
H 17.688 10.337 10.610
H 16.679 9.925 9.209
H 15.319 10.041 13.013
H 16.969 10.194 12.559
N 9.843 8.567 12.880
C 10.715 8.912 11.829
N 12.040 8.468 11.899
O 10.314 9.448 10.831
H 8.863 8.824 12.772
H 9.995 7.875 13.570
H 12.498 8.333 12.748
H 12.656 8.903 11.235
N 14.348 15.975 8.488
C 15.609 15.572 8.819
N 15.869 14.214 8.625
O 16.487 16.358 9.015
H 14.283 16.946 8.709
H 13.553 15.402 8.585
H 15.130 13.593 8.789
H 16.714 13.942 9.083
N 9.594 15.023 11.253
C 10.036 14.921 12.599
N 9.020 15.419 13.441
O 11.166 14.501 12.908
H 8.642 15.220 11.153
H 10.117 14.649 10.493
H 9.141 15.245 14.413
H 8.260 15.938 13.001

Properties
- net charge = 0
- ΔE to the lowest compared entry with this formula, charge and spin (kcal/mol) = 20.7
- molar mass (g mol⁻¹) = 660.6

Mulliken atomic charge list, values in e, 2 entries: number 1, N, carries -0.265; number 2, C, carries 0.470

=====

(6)
A cluster of 3 separate species, C14H22I2N2O3P2 in total at a distorted geometry, computed with wB97M-V/def2-TZVPD.

Element x y z (Å)
C -0.698 -1.541 -2.870
C 0.293 -1.999 -3.644
P 1.926 -2.655 -3.140
C 1.169 -3.728 -1.707
P 0.933 -2.871 -0.150
O 1.639 -1.576 -0.058
O 1.430 -3.865 1.009
O -0.623 -2.685 0.143
C 2.751 -1.702 -4.631
I 3.130 -2.940 -6.328
C 3.074 -0.413 -4.673
C 3.698 0.380 -5.780
I 2.714 0.764 -2.934
H -1.718 -1.832 -3.099
H -0.568 -0.863 -2.039
H 0.117 -2.028 -4.717
H 2.841 -2.056 -2.256
H 2.334 -3.869 -3.737
H 1.789 -4.606 -1.536
H 0.190 -4.092 -2.016
H 2.387 -3.776 1.063
H -0.760 -1.732 0.212
H 4.656 0.759 -5.423
H 3.839 -0.193 -6.685
H 3.092 1.269 -5.948
C -1.585 2.429 1.860
C -2.318 3.039 0.804
C -1.860 2.508 -0.370
N -0.880 1.603 -0.065
C -0.708 1.546 1.291
H -1.687 2.612 2.915
H -3.091 3.783 0.898
H -2.145 2.694 -1.392
H -0.359 1.066 -0.734
H 0.022 0.887 1.732
C -2.122 2.495 7.528
C -2.901 1.531 6.832
C -3.112 2.012 5.568
N -2.494 3.229 5.474
C -1.885 3.529 6.663
H -1.775 2.435 8.545
H -3.264 0.592 7.216
H -3.645 1.595 4.730
H -2.488 3.814 4.660
H -1.340 4.448 6.789

Properties
- calculated total energy (eV) = -58774.625
- net charge = 0
- molar mass (g mol⁻¹) = 582.1

natural (NBO) atomic charge list, values in e, 2 entries: number 1, C, carries -0.328; number 2, C, carries -0.519

=====

(7)
A cluster of 3 separate species, C3H7NS in total at a distorted geometry, computed with wB97M-V/def2-TZVPD.

Element x y z (Å)
C 1.052 -0.503 -1.110
C 0.193 0.426 -0.038
C -1.328 0.211 -0.311
H 2.157 -0.509 -1.358
H 0.518 -1.784 -0.632
H 0.735 -0.276 -2.150
H -1.425 -1.302 -0.044
H -2.133 0.908 0.174
H -1.409 0.356 -1.472
H 0.938 0.677 3.455
N 0.891 0.777 1.042
S -0.190 1.017 2.445

Properties
- net charge = 0
- ΔE to the lowest compared entry with this formula, charge and spin (kcal/mol) = 124.2
- molar mass (g mol⁻¹) = 89.2

natural (NBO) atomic charge list, values in e, 2 entries: number 1, C, carries -0.627; number 2, C, carries 0.238

=====

(8)
A structure of composition C34H32FN3O4S3Y at a distorted geometry, computed with wB97M-V/def2-TZVPD.

Element x y z (Å)
Y 0.650 2.685 -0.796
C 2.097 -1.720 5.338
C 2.561 -2.267 3.996
N 1.972 -1.549 2.861
C 2.663 -0.529 2.308
C 2.214 0.257 1.292
C 3.087 1.410 0.837
O 4.276 1.374 1.084
O 2.446 2.354 0.233
C 0.965 -0.058 0.683
O 0.516 0.487 -0.346
C 0.179 -1.104 1.330
C -1.120 -1.337 0.870
C -1.880 -2.287 1.485
F -3.122 -2.550 1.024
C -1.408 -3.018 2.584
C -0.122 -2.789 3.032
C 0.692 -1.830 2.412
N -2.211 -3.981 3.262
C -1.977 -5.369 2.915
C -2.458 -6.267 4.040
N -3.911 -5.975 4.307
C -4.134 -4.516 4.618
C -3.623 -3.701 3.446
H 2.537 -2.299 6.149
H 1.012 -1.754 5.435
H 2.410 -0.682 5.453
H 2.335 -3.328 3.888
H 3.641 -2.167 3.904
H 3.646 -0.331 2.719
H -1.499 -0.757 0.036
H 0.211 -3.333 3.904
H -0.912 -5.541 2.767
H -2.487 -5.651 1.977
H -1.923 -6.057 4.964
H -2.368 -7.323 3.790
H -4.260 -6.561 5.065
H -4.453 -6.214 3.472
H -3.574 -4.298 5.525
H -5.199 -4.370 4.791
H -3.769 -2.645 3.665
H -4.223 -3.934 2.554
S -1.608 2.110 -1.948
C -2.266 3.698 -1.505
C -3.169 4.316 -2.378
C -3.734 5.542 -2.087
C -3.397 6.192 -0.905
C -2.505 5.602 -0.030
C -1.934 4.352 -0.300
S -0.850 3.679 0.950
H -3.426 3.800 -3.295
H -4.436 5.991 -2.778
H -3.827 7.156 -0.667
H -2.234 6.099 0.892
O 0.921 3.881 -2.644
S 0.547 3.050 -3.874
C 1.792 3.555 -5.069
C 2.845 4.378 -4.711
C 3.776 4.731 -5.679
C 3.642 4.265 -6.979
C 2.571 3.453 -7.327
C 1.632 3.101 -6.371
C 1.261 1.434 -3.494
C 2.462 1.401 -2.795
C 3.026 0.176 -2.470
C 2.390 -0.995 -2.857
C 1.190 -0.948 -3.559
C 0.612 0.271 -3.876
H 2.920 4.751 -3.699
H 4.602 5.377 -5.415
H 4.370 4.545 -7.729
H 2.459 3.105 -8.345
H 0.781 2.482 -6.634
H 2.974 2.321 -2.533
H 3.955 0.145 -1.916
H 2.832 -1.952 -2.612
H 0.697 -1.865 -3.852
H -0.342 0.324 -4.385

Properties
- net charge = +1
- ΔE to the lowest compared entry with this formula, charge and spin (kcal/mol) = 0.0
- molar mass (g mol⁻¹) = 750.8

Mulliken atomic charge list, values in e, 2 entries: number 1, Y, carries 0.800; number 2, C, carries -1.019

=====

(9)
A structure of composition C34H36B2F4GeN6O6V at a distorted geometry, computed with wB97M-V/def2-TZVPD.

Element x y z (Å)
V -0.002 0.830 0.010
C 1.235 4.721 1.266
C 1.001 3.257 1.201
N 0.473 2.603 0.249
O -0.309 2.596 -0.794
B -0.621 1.515 -3.392
F -1.122 2.393 -4.219
F 0.677 1.352 -3.251
O -1.532 0.731 -2.686
N -1.019 -0.010 -1.639
C -1.390 -1.240 -1.580
C -2.274 -1.911 -2.565
C -0.864 -1.971 -0.397
N -0.137 -1.248 0.387
O 0.240 -1.833 1.516
B 1.482 -1.313 2.238
F 1.626 -2.117 3.311
F 2.536 -1.288 1.342
O 1.250 0.072 2.783
N 1.026 1.049 1.891
C 1.426 2.237 2.214
C 2.269 2.585 3.384
C -1.159 -3.393 -0.089
H 0.735 5.232 0.447
H 2.310 4.909 1.202
H 0.891 5.123 2.217
H -2.604 -1.239 -3.348
H -3.142 -2.318 -2.042
H -1.747 -2.760 -3.008
H 2.319 1.758 4.086
H 1.893 3.476 3.887
H 3.280 2.824 3.033
H -1.679 -3.892 -0.902
H -1.767 -3.454 0.817
H -0.229 -3.916 0.133
C -1.679 0.517 1.212
Ge -3.481 0.973 1.379
C -4.719 -0.273 2.125
C -5.745 -0.680 1.267
C -6.668 -1.620 1.698
C -6.580 -2.142 2.978
C -5.575 -1.729 3.838
C -4.641 -0.795 3.417
C -4.261 2.350 0.309
C -3.807 2.627 -0.978
C -4.420 3.617 -1.735
C -5.478 4.337 -1.205
C -5.938 4.070 0.076
C -5.337 3.076 0.834
C -1.927 1.653 2.557
C -1.825 3.056 2.410
C -1.409 3.825 3.476
C -1.014 3.212 4.662
C -1.041 1.832 4.803
C -1.504 1.053 3.761
H -1.496 -0.281 1.922
H -5.839 -0.255 0.273
H -7.465 -1.934 1.037
H -7.308 -2.868 3.313
H -5.523 -2.129 4.841
H -3.872 -0.470 4.106
H -2.988 2.072 -1.396
H -4.072 3.822 -2.739
H -5.955 5.109 -1.796
H -6.769 4.631 0.482
H -5.718 2.862 1.826
H -2.165 3.529 1.494
H -1.410 4.905 3.400
H -0.684 3.825 5.492
H -0.722 1.368 5.727
H -1.573 -0.019 3.897
O 5.419 3.522 2.302
C 6.318 2.545 1.777
N 5.521 1.597 1.058
C 5.458 1.584 -0.304
O 6.178 2.209 -1.045
C 4.316 0.766 -0.835
C 4.474 -0.168 -1.846
C 3.349 -0.857 -2.276
C 2.124 -0.561 -1.712
N 1.957 0.379 -0.769
C 3.053 1.012 -0.343
H 5.938 4.215 2.728
H 6.852 2.045 2.587
H 7.024 2.989 1.078
H 4.992 0.912 1.573
H 5.453 -0.350 -2.269
H 3.412 -1.616 -3.042
H 1.240 -1.090 -2.034
H 2.931 1.754 0.426

Properties
- net charge = +2
- ΔE to the lowest compared entry with this formula, charge and spin (kcal/mol) = 0.0
- 2S+1 = 2
- molar mass (g mol⁻¹) = 845.9

Mulliken atomic charge list, values in e, 2 entries: number 1, V, carries -0.514; number 2, C, carries -1.822

=====

(10)
A structure of composition CHNOS2 at a distorted geometry, computed with wB97M-V/def2-TZVPD.

Element x y z (Å)
C 1.888 -0.523 -0.030
N -1.245 0.117 0.013
O -2.231 -0.393 0.472
S 0.513 -1.340 -0.181
S -0.849 1.625 -0.102
H 1.924 0.513 -0.172

Properties
- net charge = 0
- ΔE to the lowest compared entry with this formula, charge and spin (kcal/mol) = 101.8
- molar mass (g mol⁻¹) = 107.2

natural (NBO) atomic charge list, values in e, 2 entries: number 1, C, carries -0.379; number 2, N, carries -0.112

=====

(11)
A structure of composition C4H11CeClF5ORuTe at a distorted geometry, computed with wB97M-V/def2-TZVPD.

Element x y z (Å)
Ru 0.198 -0.828 1.371
Cl 0.332 -2.878 0.388
C 2.044 -0.196 0.742
H 2.255 0.512 1.575
H 2.184 0.372 -0.199
H 2.758 -1.035 0.835
Ce -0.387 -0.268 -0.644
C 1.368 -0.855 -2.095
C -1.293 -0.957 -2.726
C 0.470 1.412 -1.670
H -2.296 -0.497 -2.722
H -0.657 -0.518 -3.495
H -1.247 -2.059 -2.693
H 2.379 -0.647 -1.757
H 1.121 -1.924 -1.865
H 1.200 -0.618 -3.141
H 1.503 1.716 -1.824
H -0.349 1.930 -2.228
F -0.212 2.223 2.752
Te -1.707 1.116 3.218
F -1.960 1.898 4.995
F -2.944 2.193 2.227
F -0.372 -0.088 3.873
F -2.983 -0.251 3.532
O -1.404 0.246 1.550

Properties
- calculated total energy (eV) = -55277.657
- net charge = -1
- 2S+1 = 7
- molar mass (g mol⁻¹) = 574.4

Mulliken atomic charge list, values in e, 2 entries: number 1, Ru, carries 0.732; number 2, Cl, carries -0.518

=====

(12)
A structure of composition CH4BNa6O3 at a distorted geometry, computed with wB97M-V/def2-TZVPD.

Element x y z (Å)
Na 22.713 21.678 -14.637
Na 26.655 21.804 -13.489
Na 24.325 23.432 -13.589
Na 25.285 20.086 -12.156
Na 23.497 19.513 -13.731
Na 21.787 21.032 -12.280
C 23.937 21.661 -12.355
O 25.121 22.066 -12.465
O 23.045 22.362 -12.832
O 23.632 20.517 -12.012
B 26.059 23.333 -14.405
H 26.421 23.764 -13.485
H 25.567 24.025 -15.071
H 26.920 23.026 -14.978
H 25.485 22.443 -14.197

Properties
- net charge = +3
- ΔE to the lowest compared entry with this formula, charge and spin (kcal/mol) = 316.5
- molar mass (g mol⁻¹) = 212.8

natural (NBO) atomic charge list, values in e, 2 entries: number 1, Na, carries 0.972; number 2, Na, carries 0.961